{"formula": "C32H24AsAuN5", "method": "ωB97M-V with the def2-TZVPD basis set", "symbols": ["Au", "N", "C", "N", "C", "N", "N", "C", "C", "C", "C", "C", "C", "N", "C", "C", "C", "C", "C", "C", "H", "H", "H", "H", "H", "H", "H", "H", "H", "H", "H", "C", "C", "C", "C", "C", "C", "As", "C", "C", "C", "C", "C", "C", "C", "C", "C", "C", "C", "C", "H", "H", "H", "H", "H", "H", "H", "H", "H", "H", "H", "H", "H"], "xyz": [[-0.327522, -0.119239, -1.232825], [-4.109754, 0.464667, 1.067974], [-2.852341, 0.264046, 0.746866], [-2.436232, 0.099064, -0.491936], [-3.353877, 0.107016, -1.546076], [-2.949978, -0.062362, -2.761550], [-1.670469, -0.229943, -2.973411], [-1.115714, -0.478579, -4.098102], [0.321387, -0.622482, -4.134552], [1.007545, -0.867459, -5.313447], [2.391522, -1.004283, -5.278941], [3.052422, -0.888761, -4.066282], [2.308548, -0.638328, -2.921404], [0.986680, -0.512796, -2.961848], [-4.746306, 0.303726, -1.245126], [-5.739881, 0.306359, -2.233666], [-7.052220, 0.517358, -1.881509], [-7.402007, 0.735606, -0.544932], [-6.440809, 0.726601, 0.446980], [-5.116684, 0.503302, 0.100496], [-4.370826, 0.585755, 2.039128], [-2.109567, 0.233773, 1.538303], [-1.698223, -0.586455, -5.008679], [0.460124, -0.946083, -6.242987], [2.943423, -1.197449, -6.189184], [4.125960, -0.988242, -3.995448], [2.781357, -0.537864, -1.952115], [-5.454612, 0.141867, -3.262887], [-7.822227, 0.517847, -2.640293], [-8.436318, 0.912315, -0.283542], [-6.713663, 0.889951, 1.482314], [-0.858702, 1.132530, 4.887610], [-0.834448, 2.058053, 3.848099], [-0.299975, 1.699127, 2.622157], [0.234939, 0.419163, 2.454695], [0.203054, -0.514198, 3.487193], [-0.334811, -0.142263, 4.710327], [1.109287, 0.008122, 0.777072], [2.662198, 1.150288, 0.767673], [2.736478, 2.512491, 0.535762], [3.966167, 3.150059, 0.646545], [5.094804, 2.424286, 1.004863], [5.015782, 1.058498, 1.243571], [3.801967, 0.395412, 1.102026], [3.587525, -1.050587, 1.259909], [4.570221, -1.997186, 1.525906], [4.243142, -3.346476, 1.570508], [2.933742, -3.769023, 1.376950], [1.932337, -2.836097, 1.141160], [2.261202, -1.490538, 1.091677], [-1.298110, 1.405389, 5.837754], [-1.222998, 3.056722, 3.995595], [-0.279662, 2.413643, 1.805345], [0.612983, -1.507045, 3.350305], [-0.338199, -0.850602, 5.527706], [1.854175, 3.081499, 0.268247], [4.040268, 4.212410, 0.460809], [6.046000, 2.930978, 1.094859], [5.896742, 0.515787, 1.557179], [5.590636, -1.687178, 1.703254], [5.015558, -4.080867, 1.754247], [2.691529, -4.821619, 1.422470], [0.906435, -3.159703, 1.007210]], "atomic_forces_ev_per_a": [[-1.883, -0.273, -1.961], [0.196, -0.060, -0.180], [0.050, 0.032, 0.563], [1.778, 0.004, 0.090], [0.343, -0.107, -0.679], [-1.443, 0.063, -0.555], [1.800, -0.009, 1.590], [-0.352, -0.002, -0.306], [0.221, -0.099, -0.387], [-0.160, 0.055, 0.225], [0.153, 0.015, 0.136], [-0.171, -0.014, -0.152], [0.276, -0.011, 0.193], [-0.272, 0.354, 1.690], [-0.153, 0.037, 0.562], [0.126, -0.008, -0.039], [-0.072, 0.020, 0.021], [0.075, -0.013, -0.064], [0.073, 0.005, 0.198], [-0.260, -0.019, -0.604], [0.123, -0.023, 0.048], [-0.117, 0.062, 0.072], [-0.142, 0.076, 0.090], [-0.010, -0.018, -0.002], [-0.007, 0.001, -0.011], [0.006, 0.007, 0.023], [0.023, -0.001, -0.025], [-0.022, 0.012, -0.005], [0.014, 0.003, -0.015], [-0.004, -0.010, 0.017], [-0.024, -0.007, 0.001], [-0.023, -0.023, -0.017], [-0.048, -0.018, -0.015], [0.079, -0.007, -0.125], [-0.477, 0.022, -0.468], [0.093, -0.118, -0.184], [-0.050, 0.026, 0.048], [1.067, -0.031, 1.000], [0.113, 0.047, -0.447], [-0.165, 0.123, -0.063], [-0.057, -0.020, 0.032], [-0.065, 0.051, -0.021], [-0.161, -0.095, 0.050], [-0.129, 0.297, -0.081], [-0.225, -0.256, -0.025], [-0.098, 0.126, 0.004], [-0.092, -0.022, 0.003], [-0.043, 0.020, 0.049], [-0.207, -0.043, 0.008], [0.068, -0.222, -0.343], [0.076, 0.022, 0.034], [-0.014, 0.000, 0.009], [0.029, 0.070, 0.068], [0.021, 0.013, 0.040], [-0.025, -0.003, 0.000], [0.038, 0.043, -0.007], [-0.006, 0.006, 0.001], [0.012, -0.018, 0.035], [0.042, -0.009, -0.069], [0.033, -0.008, -0.056], [0.022, 0.024, 0.034], [-0.007, -0.004, -0.018], [0.030, -0.066, -0.010]], "lowdin_charge": [1.02, 0.18, -0.09, 0.04, -0.24, 0.10, -0.09, 0.01, -0.24, 0.05, 0.03, 0.02, -0.07, -0.01, -0.08, 0.03, -0.01, 0.01, 0.03, -0.14, 0.19, 0.12, 0.17, 0.14, 0.14, 0.14, 0.12, 0.13, 0.13, 0.14, 0.14, -0.03, -0.05, -0.13, -0.39, -0.07, -0.03, 1.30, -0.31, -0.08, -0.04, -0.02, 0.02, -0.19, -0.19, 0.02, -0.02, -0.04, -0.09, -0.34, 0.13, 0.12, 0.11, 0.11, 0.13, 0.11, 0.12, 0.13, 0.12, 0.12, 0.13, 0.12, 0.11], "fmax_ev_per_a": 2.73, "e_homo_ev": -16.05, "total_energy_ha": -3878.09548, "charge": 3, "multiplicity": 1}

{"formula": "CH19O12", "method": "ωB97M-V with the def2-TZVPD basis set", "symbols": ["C", "O", "O", "O", "H", "O", "H", "H", "O", "H", "H", "O", "H", "H", "O", "H", "H", "O", "H", "H", "O", "H", "H", "O", "H", "H", "O", "H", "H", "O", "H", "H"], "xyz": [[-25.029949, 4.125151, -15.464593], [-24.472117, 3.065113, -15.762738], [-26.381761, 4.342212, -15.611090], [-24.405138, 5.085224, -14.937750], [-26.848461, 3.500154, -15.839927], [-23.999068, 7.444836, -13.906159], [-24.170145, 6.604340, -14.372872], [-24.281525, 7.340084, -12.983613], [-23.688902, 5.658179, -17.623488], [-23.128344, 6.291620, -17.202384], [-24.153690, 5.313653, -16.859474], [-22.173277, 2.212343, -17.153049], [-22.479564, 1.786502, -17.977640], [-22.916359, 2.629868, -16.737672], [-26.723552, 6.081755, -13.300875], [-26.337732, 6.902630, -13.495281], [-26.346551, 5.587026, -14.062549], [-25.683818, 1.287234, -17.549137], [-25.190236, 1.160239, -18.292464], [-25.373375, 2.110651, -17.173831], [-23.895927, 1.209186, -13.958763], [-24.247748, 1.909633, -14.517494], [-23.894977, 0.403826, -14.472883], [-23.791045, -0.019928, -16.400727], [-23.093575, 0.678054, -16.455959], [-24.538235, 0.388959, -16.882768], [-23.639670, 4.448694, -12.584784], [-24.223664, 4.524601, -13.371267], [-23.684700, 3.578267, -12.301731], [-21.747268, 4.249577, -14.913214], [-22.703369, 4.362015, -15.125388], [-21.351894, 4.266846, -15.799121]], "atomic_forces_ev_per_a": [[0.240, 0.904, 1.255], [-1.157, -0.608, -1.368], [0.040, -1.318, -0.434], [-1.332, -0.326, -1.370], [0.684, 0.858, 0.217], [-0.276, 0.693, 0.201], [0.096, 0.316, 0.609], [0.330, -0.380, -0.525], [-0.370, -0.468, -0.718], [0.735, 0.767, 0.273], [-0.043, 0.106, 0.013], [1.004, -1.057, -1.273], [0.165, 0.599, 0.617], [-0.932, 0.661, 0.501], [-0.426, -1.955, -0.564], [0.750, 2.197, -0.056], [-0.639, 0.017, 0.808], [-2.826, 0.284, 2.184], [1.819, -0.425, -3.553], [0.369, 0.668, 0.681], [0.040, 0.094, 1.472], [0.214, -0.311, -0.192], [-0.132, -0.077, -0.538], [0.947, 0.138, -0.468], [-0.388, -0.814, 0.298], [0.126, -0.467, 0.799], [-0.418, 2.522, -0.636], [0.832, -0.012, 0.966], [-0.068, -2.677, 0.738], [-0.336, 0.182, -1.022], [0.887, 0.054, 0.739], [0.067, -0.166, 0.349]], "lowdin_charge": [-0.71, -0.01, 0.11, -0.09, 0.15, -0.09, -0.02, 0.03, -0.03, 0.03, -0.02, -0.05, 0.06, -0.02, -0.05, -0.02, 0.01, 0.01, 0.01, 0.02, -0.07, -0.03, -0.01, -0.10, 0.02, -0.03, -0.03, 0.00, -0.01, -0.07, -0.01, 0.02], "fmax_ev_per_a": 4.01, "e_homo_ev": -7.24, "relative_energy_kj_mol": 44.8, "total_energy_ha": -952.49736, "charge": -1, "multiplicity": 1}

{"formula": "C3H4N2O2S", "method": "ωB97M-V with the def2-TZVPD basis set", "symbols": ["C", "C", "C", "H", "H", "H", "H", "N", "N", "O", "O", "S"], "xyz": [[0.787307, 2.450361, -1.146498], [-0.229725, -0.585849, 0.509772], [0.151190, 0.022008, -0.782243], [0.028375, 3.236085, -1.119276], [1.747879, 2.800580, -0.782979], [0.904877, 2.078141, -2.185049], [-0.888198, -2.227372, 1.977544], [0.373820, 1.304641, -0.388539], [-0.209585, 0.270664, 1.478816], [0.170010, 1.478190, 0.964745], [0.236734, -0.455971, -1.893087], [-0.653073, -2.275716, 0.651148]], "atomic_forces_ev_per_a": [[-0.027, -0.386, -0.659], [-0.114, -0.021, 0.633], [-0.075, 0.325, 0.391], [0.148, -0.070, 0.039], [0.062, 0.205, 0.020], [-0.089, 0.262, 0.596], [0.053, 0.077, -0.185], [-0.037, -0.158, -0.334], [-0.060, -0.707, -0.478], [0.063, 0.264, -0.062], [0.050, 0.029, -0.054], [0.026, 0.182, 0.094]], "lowdin_charge": [0.01, -0.60, -0.48, 0.10, 0.09, 0.11, -0.11, -0.09, 0.07, -0.02, 0.06, 0.85], "fmax_ev_per_a": 0.86, "e_homo_ev": -9.23, "relative_energy_kj_mol": 323.0, "total_energy_ha": -774.80377, "charge": 0, "multiplicity": 1}

- The lowest charge belongs to which entry?
  CH19O12

- What is the charge in the first record?
  +3

- Number 3 is which compound?
  C3H4N2O2S

- What is the charge in the first record?
  +3